[1]
{
  "formula": "C25H34BF9N2O6P2PdSe",
  "method": "ωB97M-V with the def2-TZVPD basis set",
  "relative_energy_kcal_mol": 20.80,
  "e_tot_ha": -5670.076725,
  "e_homo_ev": -1.339,
  "lumo_ev": 4.100,
  "charge": -2,
  "multiplicity": 1,
  "mol_weight_g_mol": 887.677,
  "species": ["Pd", "C", "C", "C", "O", "P", "O", "C", "P", "O", "O", "C", "C", "C", "O", "C", "C", "C", "O", "C", "C", "C", "H", "H", "H", "H", "H", "H", "H", "H", "H", "H", "H", "H", "H", "H", "H", "H", "H", "H", "H", "H", "H", "H", "H", "H", "H", "H", "H", "H", "H", "H", "N", "C", "C", "C", "C", "C", "N", "C", "H", "H", "H", "H", "F", "B", "F", "F", "F", "F", "C", "C", "F", "C", "F", "C", "Se", "C", "F", "C", "F"],
  "coordinates": [[12.446, 16.485, 8.186], [16.396, 16.747, 6.323], [15.180, 17.648, 6.454], [13.918, 17.057, 5.907], [14.950, 18.056, 7.829], [14.776, 17.000, 9.044], [14.852, 15.562, 8.776], [13.642, 17.892, 10.209], [12.761, 16.851, 11.419], [11.995, 15.738, 10.850], [13.756, 16.401, 12.607], [14.679, 15.296, 12.469], [14.007, 13.951, 12.697], [15.769, 15.577, 13.487], [11.782, 17.864, 12.184], [11.798, 18.808, 13.249], [11.608, 18.086, 14.559], [12.996, 19.742, 13.213], [16.190, 17.299, 9.859], [17.093, 18.370, 9.621], [18.488, 17.772, 9.361], [17.153, 19.219, 10.887], [16.511, 16.462, 5.273], [16.260, 15.833, 6.903], [17.318, 17.217, 6.659], [15.357, 18.610, 5.960], [13.795, 16.035, 6.273], [14.026, 17.001, 4.813], [13.008, 17.643, 6.133], [12.845, 18.349, 9.565], [14.031, 18.832, 10.640], [15.107, 15.330, 11.470], [13.690, 13.874, 13.741], [14.714, 13.144, 12.447], [13.124, 13.894, 12.045], [15.402, 15.422, 14.497], [16.151, 16.601, 13.441], [16.558, 14.869, 13.276], [10.916, 19.400, 13.042], [12.466, 17.498, 14.765], [10.711, 17.448, 14.509], [11.495, 18.783, 15.396], [13.886, 19.180, 13.407], [12.914, 20.515, 13.969], [13.071, 20.269, 12.262], [16.759, 18.935, 8.766], [18.788, 17.156, 10.209], [19.180, 18.596, 9.212], [18.524, 17.170, 8.481], [17.198, 18.518, 11.720], [16.263, 19.836, 11.008], [18.016, 19.869, 10.943], [6.972, 12.660, 7.044], [7.403, 13.619, 7.492], [7.902, 14.900, 7.950], [7.028, 15.829, 8.518], [7.557, 17.048, 8.897], [8.919, 17.292, 8.671], [9.760, 16.381, 8.192], [9.275, 15.181, 7.881], [5.971, 15.654, 8.645], [6.895, 17.780, 9.312], [9.383, 18.240, 8.917], [10.000, 14.434, 7.598], [11.824, 19.567, 7.254], [11.538, 20.635, 8.117], [11.035, 20.173, 9.331], [12.720, 21.333, 8.407], [10.550, 21.460, 7.569], [11.953, 6.989, 8.259], [12.113, 8.351, 8.355], [13.279, 8.901, 8.825], [14.325, 8.106, 9.150], [13.374, 10.261, 8.926], [14.539, 10.753, 9.406], [12.346, 11.152, 8.586], [12.456, 12.973, 8.842], [11.163, 10.540, 8.131], [10.078, 11.270, 7.784], [11.050, 9.182, 8.027], [9.882, 8.637, 7.613]],
  "forces_ev_per_a": [[-0.2, -0.1, 0.1], [-0.1, -0.3, -0.2], [-0.1, 0.8, 0.7], [-0.4, -0.4, -0.8], [0.2, -0.4, 0.4], [0.4, 1.9, 0.1], [-0.3, -0.8, 0.1], [-0.8, 0.1, -0.4], [-0.3, 0.3, 0.8], [0.2, 0.2, -0.2], [-0.5, 0.6, -0.3], [0.2, 0.2, 0.2], [-0.2, 0.3, -0.4], [-0.1, 0.0, -0.2], [0.3, -0.4, -0.5], [-0.1, 0.4, -0.3], [-0.8, 0.3, 0.2], [-0.4, 0.1, -0.2], [-0.2, 0.0, -0.2], [0.7, -0.6, 0.6], [-0.5, 0.6, 0.4], [-0.4, -0.2, 0.0], [0.1, 0.1, 0.0], [-0.1, 0.0, 0.0], [0.0, 0.2, 0.0], [0.1, -0.1, 0.0], [-0.1, -0.2, 0.1], [-0.2, -0.1, 0.1], [0.5, 0.1, 0.0], [0.0, -0.6, 0.2], [0.5, -0.7, 0.1], [0.0, 0.0, -0.2], [0.0, -0.1, 0.0], [-0.3, 0.2, 0.1], [0.3, -0.2, 0.1], [-0.1, -0.1, 0.2], [0.0, -0.2, -0.3], [0.5, -0.1, 0.2], [-0.3, 0.2, 0.0], [0.8, -0.8, 0.2], [0.4, 0.2, 0.0], [-0.1, 0.1, -0.2], [0.8, -0.3, 0.0], [-0.2, 0.1, 0.3], [0.0, -0.2, -0.1], [-0.1, 0.3, -0.3], [0.1, 0.1, 0.0], [0.3, 0.1, 0.1], [-0.2, -0.5, -0.6], [0.0, 0.0, 0.2], [-0.1, 0.0, 0.0], [0.3, 0.2, -0.2], [-0.4, -0.7, -0.2], [0.4, 1.1, 0.2], [0.1, -0.7, 0.3], [0.6, 0.3, -0.2], [0.5, -0.3, -0.4], [-0.1, 0.2, 0.3], [0.1, -0.3, 0.1], [-0.5, 0.3, 0.0], [0.0, -0.3, -0.1], [0.0, 0.5, 0.2], [-0.1, 0.2, 0.0], [0.1, -0.3, -0.2], [0.0, -0.1, -0.1], [0.1, 0.1, 0.0], [-0.3, -0.8, 0.9], [0.3, 0.4, -0.2], [0.0, 0.4, -0.5], [0.2, 0.7, 0.0], [-0.8, -1.0, -0.1], [0.3, -0.4, -0.1], [-0.2, 0.1, 0.0], [0.4, 0.9, 0.2], [-0.2, -0.2, -0.1], [-0.6, -0.5, 0.0], [0.1, 0.8, 0.1], [0.2, 0.4, 0.0], [0.5, -0.2, 0.2], [-0.3, -0.5, -0.1], [0.2, -0.1, 0.0]],
  "mulliken_charge": [-0.142, -1.245, 0.783, -1.567, -0.226, 0.851, -0.824, 0.194, 0.865, -0.790, -0.033, 1.344, -1.302, -1.715, -0.229, 0.735, -1.393, -1.401, -0.303, 0.962, -1.699, -1.411, 0.498, 0.253, 0.193, 0.275, 0.369, 0.545, 0.095, -0.192, 0.013, -0.099, 0.304, 0.344, 0.252, 0.361, 0.301, 0.450, 0.354, 0.215, 0.301, 0.452, 0.237, 0.510, 0.274, 0.249, 0.295, 0.447, 0.381, 0.163, 0.292, 0.472, -0.565, 0.091, 0.311, -0.258, -0.805, -0.378, 0.005, -0.190, 0.449, 0.428, 0.462, 0.392, -0.308, 0.362, -0.315, -0.426, -0.376, -0.349, 0.511, 0.042, -0.332, 0.346, -0.315, -0.154, -0.432, 0.325, -0.246, -0.005, -0.331]
}

=====

[2]
{
  "formula": "C6H8NS",
  "method": "ωB97M-V with the def2-TZVPD basis set",
  "relative_energy_kcal_mol": 5.44,
  "e_tot_ha": -686.384475,
  "e_homo_ev": -1.969,
  "lumo_ev": 3.873,
  "charge": -1,
  "multiplicity": 1,
  "mol_weight_g_mol": 126.204,
  "smiles": "Cc1c[nH]c([S-])c1C",
  "species": ["C", "C", "C", "N", "C", "S", "C", "C", "H", "H", "H", "H", "H", "H", "H", "H"],
  "coordinates": [[0.611, -1.883, -0.456], [-0.153, -0.792, 0.240], [-1.211, -0.696, 1.150], [-1.492, 0.625, 1.383], [-0.775, 1.413, 0.538], [-1.090, 3.048, 0.551], [0.074, 0.565, -0.164], [1.074, 1.051, -1.095], [1.009, -2.493, 0.358], [-0.079, -2.441, -1.157], [1.469, -1.356, -0.987], [-1.694, -1.541, 1.710], [-2.021, 0.942, 2.199], [0.722, 1.131, -2.240], [1.525, 2.078, -0.894], [2.032, 0.347, -1.136]],
  "forces_ev_per_a": [[-0.4, 0.4, 0.1], [-1.2, 1.8, -0.3], [0.9, -2.7, 0.6], [-0.8, -1.3, 0.5], [0.2, -0.8, 0.5], [0.1, 2.2, -0.2], [-0.4, 0.4, 0.7], [2.9, 0.4, -3.2], [0.2, -0.7, -0.5], [1.1, 0.3, 0.6], [-1.2, -1.2, 0.5], [0.5, 1.2, -0.5], [0.3, 0.1, -1.0], [0.6, -0.3, 2.2], [-1.0, -1.2, 0.1], [-1.8, 1.4, 0.0]],
  "mulliken_charge": [-0.871, 0.274, -0.823, 0.049, -0.686, -0.677, 1.098, -1.210, 0.279, 0.191, 0.174, 0.312, 0.202, 0.148, 0.289, 0.250]
}

=====

[3]
{
  "formula": "C7H8O",
  "method": "ωB97M-V with the def2-TZVPD basis set",
  "relative_energy_kcal_mol": 90.24,
  "e_tot_ha": -346.631701,
  "e_homo_ev": -8.628,
  "lumo_ev": 0.291,
  "charge": 0,
  "multiplicity": 1,
  "mol_weight_g_mol": 108.140,
  "species": ["C", "C", "C", "C", "C", "C", "C", "O", "H", "H", "H", "H", "H", "H", "H", "H"],
  "coordinates": [[-0.003, 0.051, 0.351], [1.351, -0.238, 0.246], [-0.346, 0.174, 1.781], [1.055, 0.048, 2.220], [-1.426, 0.404, 2.592], [-1.070, 0.289, -0.680], [2.254, -0.628, -0.865], [1.694, 0.249, 3.186], [-1.241, 0.335, 3.639], [-2.537, 0.424, 2.328], [-0.535, 0.372, -1.691], [-1.538, 1.272, -0.570], [-1.905, -0.456, -0.838], [2.291, -1.648, -1.017], [3.273, -0.289, -0.534], [1.932, -0.316, -1.869]],
  "forces_ev_per_a": [[-0.1, -0.4, -0.7], [-3.6, 0.5, 3.4], [-1.1, 0.5, 0.1], [1.9, -0.1, -1.2], [-0.1, -1.0, -1.7], [0.7, -0.1, -2.6], [0.7, 2.3, 0.9], [-0.3, -0.4, -0.7], [0.2, 0.2, 0.7], [1.9, 0.1, -0.1], [-0.8, -0.3, 1.1], [0.0, -0.1, 0.4], [1.1, 0.5, 0.6], [0.1, -2.5, 0.4], [-0.7, -0.2, -1.0], [0.2, 0.8, 0.4]],
  "mulliken_charge": [0.708, -0.057, 0.317, 0.445, -0.957, -1.135, -1.211, -0.468, 0.317, 0.269, 0.261, 0.313, 0.266, 0.316, 0.272, 0.342]
}

=====

[4]
{
  "formula": "C5H11NO",
  "method": "ωB97M-V with the def2-TZVPD basis set",
  "relative_energy_kcal_mol": 56.17,
  "e_tot_ha": -327.041829,
  "e_homo_ev": -9.748,
  "lumo_ev": 0.991,
  "charge": 0,
  "multiplicity": 1,
  "mol_weight_g_mol": 101.149,
  "smiles": "C=NCCCCO",
  "species": ["C", "N", "C", "C", "C", "C", "O", "H", "H", "H", "H", "H", "H", "H", "H", "H", "H", "H"],
  "coordinates": [[0.027, -2.387, 1.582], [-0.438, -2.243, 0.422], [0.270, -1.380, -0.494], [-0.635, -0.261, -1.046], [-0.667, 0.991, -0.136], [0.717, 1.660, -0.169], [0.585, 3.080, -0.121], [-0.424, -3.099, 2.260], [0.858, -1.775, 1.968], [0.617, -2.036, -1.299], [1.138, -0.909, -0.007], [-1.638, -0.682, -1.239], [-0.429, -0.064, -2.102], [-1.191, 0.890, 0.821], [-1.497, 1.593, -0.560], [1.246, 1.539, -1.113], [1.295, 1.328, 0.694], [-0.172, 3.463, 0.304]],
  "forces_ev_per_a": [[0.0, 0.5, 0.1], [0.0, -0.4, 0.1], [-0.1, 0.6, -0.3], [-1.0, -1.1, 0.2], [-1.1, -0.3, -2.0], [-1.8, 1.4, 0.9], [1.3, 0.7, -0.4], [-0.2, -0.1, 0.1], [0.1, -0.2, -0.1], [0.0, 0.2, 0.0], [0.1, -0.2, -0.1], [0.1, 0.0, 0.9], [0.9, 0.7, 0.3], [1.1, -0.8, 0.5], [1.0, 0.5, -0.6], [0.0, -0.7, 0.1], [0.3, -0.1, -0.2], [-0.6, -0.5, 0.5]],
  "mulliken_charge": [-0.275, -0.422, -0.349, -1.031, -0.617, -0.236, -0.570, 0.285, 0.218, 0.366, 0.262, 0.414, 0.391, 0.439, 0.346, 0.261, 0.224, 0.292]
}

=====

[5]
{
  "formula": "C3H4N4O4",
  "method": "ωB97M-V with the def2-TZVPD basis set",
  "relative_energy_kcal_mol": 86.51,
  "e_tot_ha": -636.349413,
  "e_homo_ev": [-10.761, -11.760],
  "lumo_ev": [-1.836, -3.176],
  "charge": 0,
  "multiplicity": 1,
  "mol_weight_g_mol": 160.089,
  "species": ["C", "C", "C", "N", "N", "N", "N", "O", "O", "O", "O", "H", "H", "H", "H"],
  "coordinates": [[-0.852, 1.401, 1.579], [-1.481, -0.677, 0.246], [-1.096, 0.753, 0.282], [-0.820, 1.780, 2.641], [1.356, 0.733, 0.055], [-2.991, -0.747, 0.072], [-1.114, 1.548, -0.921], [-3.719, 0.148, 0.423], [-0.487, 2.589, -0.849], [-3.420, -1.784, -0.401], [-1.769, 1.117, -1.851], [-1.295, -1.290, 1.195], [-1.046, -1.174, -0.662], [1.513, 1.534, 0.603], [1.232, 0.823, -1.005]],
  "forces_ev_per_a": [[-1.2, -1.6, -4.5], [-0.1, -0.8, -0.2], [1.9, 0.2, 2.3], [0.4, 1.1, 2.8], [-1.2, -3.2, -2.1], [-1.4, -1.5, -0.7], [-0.4, 0.4, 0.8], [0.8, 0.9, 0.4], [-0.5, 0.1, -0.7], [0.8, 0.1, 0.1], [0.4, 0.1, 0.0], [0.1, 1.2, -1.4], [-0.5, 0.3, 1.0], [0.2, 1.9, 0.0], [0.7, 0.8, 2.1]],
  "mulliken_charge": [0.300, -0.590, 0.065, -0.378, -0.468, 1.015, 0.974, -0.531, -0.506, -0.575, -0.557, 0.353, 0.309, 0.287, 0.303]
}

=====

[6]
{
  "formula": "C4H9BrNO",
  "method": "ωB97M-V with the def2-TZVPD basis set",
  "relative_energy_kcal_mol": 31.56,
  "e_tot_ha": -2861.487944,
  "e_homo_ev": -14.284,
  "lumo_ev": -4.732,
  "charge": 1,
  "multiplicity": 1,
  "mol_weight_g_mol": 167.026,
  "smiles": "C=CC[C@]([NH3+])(O)Br",
  "species": ["C", "C", "C", "C", "N", "O", "Br", "H", "H", "H", "H", "H", "H", "H", "H", "H"],
  "coordinates": [[2.053, -1.086, 1.073], [1.342, -0.264, 0.321], [0.076, -0.770, -0.335], [-0.959, 0.226, -0.045], [-1.147, 1.233, -1.085], [-0.805, 0.908, 1.079], [-3.215, -0.313, -0.092], [3.006, -0.727, 1.483], [1.735, -2.192, 1.094], [1.577, 0.781, 0.184], [-0.248, -1.780, 0.028], [0.283, -0.780, -1.489], [-1.703, 0.944, -1.857], [-1.633, 1.976, -0.606], [-0.177, 1.444, -1.531], [-0.185, 0.400, 1.780]],
  "forces_ev_per_a": [[0.4, -1.3, -0.3], [-0.4, -0.9, 0.2], [0.7, -1.2, -2.2], [-3.0, -0.1, 1.0], [3.0, 0.7, -1.1], [1.5, -1.0, 2.5], [2.1, -0.1, 0.1], [-0.5, -0.5, 0.1], [0.8, 1.9, 0.4], [0.3, 0.1, 0.0], [0.5, 0.9, -0.5], [-0.7, -0.4, 1.9], [-1.0, -0.8, -0.7], [0.1, 1.1, -0.1], [-1.8, 0.5, 1.2], [-1.9, 1.4, -2.2]],
  "mulliken_charge": [-0.609, -0.278, -0.459, 0.287, -0.321, -0.481, -0.209, 0.296, 0.231, 0.372, 0.322, 0.312, 0.356, 0.356, 0.366, 0.458]
}